A molecular structure, C3H9CoFN3O6 in a non-equilibrium geometry, computed with ωB97M-V with the def2-TZVPD basis set.

The total energy is -60343.78033 eV. The HOMO-LUMO gap (spin up / spin down) is 8.831 / 7.922 eV. The value obtained for the LUMO energy (spin up / spin down) is -0.4 / -3.3 eV.

ORCA input file:
```
! wB97M-V def2-TZVPD RIJCOSX def2/J DEFGRID3
* xyz 0 5
Co 2.44248 -1.32212 2.10991
F 1.08783 -0.87015 0.58000
C -1.61804 0.94958 -0.62022
N -2.96705 0.45755 -1.04516
O -3.85616 0.59894 -0.18722
O -3.12896 -0.23018 -2.06003
H -1.57940 0.97527 0.46880
H -1.57105 1.91318 -1.12751
H -0.88605 0.19721 -0.91388
C -0.44453 -2.67101 -1.69094
N 0.17965 -3.84152 -0.95013
O 1.32283 -4.11876 -1.24406
O -0.53296 -4.44736 -0.19198
H -1.05851 -1.98285 -1.10996
H -1.10154 -3.02708 -2.48444
H 0.45414 -2.14995 -2.02105
C 1.57703 2.37763 1.38118
N 2.24171 3.29221 2.33849
O 3.28036 2.91869 2.91848
O 1.81790 4.44692 2.45390
H 0.52652 2.25359 1.64410
H 2.15219 1.45199 1.35945
H 1.66162 2.82823 0.39228
*
```

---

A molecular structure, C3H9CoO3 in a non-equilibrium geometry, computed with ωB97M-V with the def2-TZVPD basis set.

The total energy is -47018.28663 eV. The HOMO-LUMO gap (spin up / spin down) is 10.415 / 9.716 eV. The value obtained for the LUMO energy (spin up / spin down) is -3.9 / -4.4 eV.

ORCA input file:
```
! wB97M-V def2-TZVPD RIJCOSX def2/J DEFGRID3
* xyz 1 4
O 3.10991 0.83405 -0.09499
H 0.95522 2.52884 -0.28080
H 3.37856 1.02816 0.80274
C -0.32147 -2.23772 0.02124
O -0.05169 -0.83764 -0.02137
C -1.21341 -0.00784 -0.08427
C -0.80878 1.42889 0.13208
H 0.53837 -2.75287 -0.41823
H -0.44814 -2.54846 1.06632
H -1.23332 -2.45883 -0.54989
H -1.90970 -0.31388 0.70918
H -1.69218 -0.14885 -1.06468
H -1.59283 2.08878 -0.26019
H -0.65921 1.62581 1.20283
Co 1.53743 0.08240 -0.59649
O 0.41127 1.68915 -0.56348
*
```

---

A gas-phase ion, C3H9FO2PS (charge -1) in a non-equilibrium geometry, computed with ωB97M-V with the def2-TZVPD basis set.

The total energy is -30194.43015 eV. The HOMO-LUMO gap is 7.710 eV. The value obtained for the LUMO energy is 3.6 eV.

ORCA input file:
```
! wB97M-V def2-TZVPD RIJCOSX def2/J DEFGRID3
* xyz -1 1
O 1.96521 -0.06145 1.85371
C 1.87839 -0.23636 0.65606
O 2.64134 0.51925 -0.22379
C 1.02071 -1.24993 -0.03410
C -0.28238 -0.67867 -0.60879
P -1.31181 0.41819 0.53658
F -0.17645 1.68659 0.16077
S -2.64625 0.97216 -1.24115
H 2.19625 1.36072 -0.34376
H 1.59125 -1.60942 -0.88315
H 0.86817 -2.08717 0.62941
H -0.91264 -1.51121 -0.88384
H -0.05571 -0.10402 -1.49163
H -2.04342 1.37368 1.31427
H -2.29433 -0.60866 0.82250
H -0.57156 0.03033 1.70203
H -1.86677 1.78598 -1.96511
*
```

---

A molecular structure, C3H9GaN2O4S4 in a non-equilibrium geometry, computed with ωB97M-V with the def2-TZVPD basis set.

The total energy is -110145.98238 eV. The HOMO-LUMO gap is 8.023 eV. The value obtained for the LUMO energy is -0.1 eV. As for the energy relative to the best compared isomer or geometry (same formula, charge and spin): 15.5 kcal/mol.

ORCA input file:
```
! wB97M-V def2-TZVPD RIJCOSX def2/J DEFGRID3
* xyz 0 1
Ga 0.64403 0.39064 -1.75633
O -1.25202 3.60027 -1.13909
S -0.55559 2.39587 -1.35556
O -1.42672 1.14205 -0.87670
O 0.69523 2.20168 -0.59390
O -0.26621 1.97185 -2.73788
S 2.17681 -3.45600 -2.78659
C 1.55561 -1.97572 -2.55598
S -0.15949 -1.71590 -2.23852
S 2.57735 -0.52020 -2.59148
N -1.80573 0.21423 1.52581
C -0.58483 -0.18608 2.22476
C 0.30911 -1.08356 1.36602
N 1.16852 -0.32810 0.44190
H -2.38618 0.79694 2.12043
H -2.33654 -0.61068 1.26019
H -1.60432 0.96473 0.12366
H -0.81472 -0.73385 3.15139
H -0.04172 0.72187 2.50127
H -0.30643 -1.76123 0.76499
H 0.92574 -1.69196 2.03791
H 2.00463 -0.87883 0.24201
H 1.48345 0.54198 0.87167
*
```

---

A molecular structure, C3H9HgNOPS, computed with ωB97M-V with the def2-TZVPD basis set.

The total energy is -31091.71042 eV. The HOMO-LUMO gap (spin up / spin down) is 7.839 / 7.293 eV. The value obtained for the LUMO energy (spin up / spin down) is 0.5 / -1.4 eV. As for the energy relative to the best compared isomer or geometry (same formula, charge and spin): 0.7 kcal/mol.

ORCA input file:
```
! wB97M-V def2-TZVPD RIJCOSX def2/J DEFGRID3
* xyz 0 2
Hg -1.13021 -1.32461 -2.08979
C -0.75983 -0.78126 2.01586
P -0.12155 -0.46312 0.33707
C 0.09183 1.34516 0.29377
C 1.60087 -1.05966 0.42475
H -0.09701 -0.35769 2.77294
H -0.84691 -1.85567 2.17479
H -1.74989 -0.33800 2.11765
H 0.76300 1.68299 1.08536
H -0.87703 1.83228 0.40553
H 0.49905 1.61737 -0.68002
H 2.14232 -0.57841 1.24104
H 2.09599 -0.83552 -0.52045
H 1.60954 -2.13938 0.57178
O -2.31576 1.45839 -3.38628
S -0.87262 1.45491 -3.63178
N -0.03179 0.34221 -3.13220
*
```

---

A single C3H9I3Si2 molecule in a non-equilibrium geometry, computed with ωB97M-V with the def2-TZVPD basis set.

The total energy is -43316.60401 eV. The HOMO-LUMO gap is 8.021 eV. The value obtained for the LUMO energy is -1.2 eV. The SMILES is C[Si](C)(I)[Si](C)(I)I. As for the energy relative to the best compared isomer or geometry (same formula, charge and spin): 44.5 kcal/mol.

ORCA input file:
```
! wB97M-V def2-TZVPD RIJCOSX def2/J DEFGRID3
* xyz 0 1
C -1.10769 -1.85314 0.57124
Si 0.09906 -0.91085 -0.59890
C -1.11297 -0.22984 -1.86246
I 1.53240 -2.72910 -1.61243
Si 1.37966 0.79385 0.42289
C 0.48317 2.04816 1.54472
I 2.42231 2.50301 -1.78889
I 3.35676 -0.19615 1.55369
H -0.51472 -2.38100 1.31255
H -1.52437 -1.02673 1.14546
H -1.81431 -2.62681 0.25865
H -0.82236 -0.19755 -2.91200
H -1.97128 -1.01170 -1.88508
H -1.42516 0.80428 -1.60393
H 1.12712 3.02108 1.84028
H -0.48650 2.42188 0.97886
H 0.37888 1.57060 2.63535
*
```

---

Repeat the fifth record exactly.
A molecular structure, C3H9HgNOPS, computed with ωB97M-V with the def2-TZVPD basis set.

The total energy is -31091.71042 eV. The HOMO-LUMO gap (spin up / spin down) is 7.839 / 7.293 eV. The value obtained for the LUMO energy (spin up / spin down) is 0.5 / -1.4 eV. As for the energy relative to the best compared isomer or geometry (same formula, charge and spin): 0.7 kcal/mol.

ORCA input file:
```
! wB97M-V def2-TZVPD RIJCOSX def2/J DEFGRID3
* xyz 0 2
Hg -1.13021 -1.32461 -2.08979
C -0.75983 -0.78126 2.01586
P -0.12155 -0.46312 0.33707
C 0.09183 1.34516 0.29377
C 1.60087 -1.05966 0.42475
H -0.09701 -0.35769 2.77294
H -0.84691 -1.85567 2.17479
H -1.74989 -0.33800 2.11765
H 0.76300 1.68299 1.08536
H -0.87703 1.83228 0.40553
H 0.49905 1.61737 -0.68002
H 2.14232 -0.57841 1.24104
H 2.09599 -0.83552 -0.52045
H 1.60954 -2.13938 0.57178
O -2.31576 1.45839 -3.38628
S -0.87262 1.45491 -3.63178
N -0.03179 0.34221 -3.13220
*
```